{"formula": "C3H2O3Zn", "method": "the ωB97M-V functional and the def2-TZVPD basis", "orbital_gap_ev": [7.45, 6.10], "e_homo_ev": [-25.44, -25.61], "e_tot_ha": -2118.8653, "charge": 3, "lumo_ev": [-17.99, -19.51], "multiplicity": 2, "species": ["H", "C", "C", "Zn", "C", "O", "H", "O", "O"], "xyz": [[-2.97347, 2.06244, 0.39940], [-2.47914, 1.10754, 0.18824], [-1.71027, 0.49738, 1.01131], [2.66226, 0.85336, -0.26368], [0.12156, -0.58210, 0.05380], [1.07011, 0.13034, 0.24135], [-2.05270, 0.66925, -0.93250], [-0.34460, -0.83850, -1.10456], [-0.92931, -0.47797, 1.01514]]}

{"formula": "BrH2NOS", "method": "the ωB97M-V functional and the def2-TZVPD basis", "orbital_gap_ev": [9.62, 7.97], "e_homo_ev": [-11.02, -9.08], "e_tot_ha": -3103.2818, "de_lowest_ev": 2.444, "lumo_ev": [-1.40, -1.11], "multiplicity": 1, "species": ["H", "Br", "O", "N", "H", "S"], "xyz": [[2.12499, 0.24028, -1.04674], [-2.63007, 1.50827, 0.50652], [-1.69059, -1.35340, 0.67518], [1.81422, 0.39191, -0.14467], [1.83188, -0.59573, 0.15151], [-1.45043, -0.19133, -0.14179]]}

{"formula": "C4H6OS2", "method": "the ωB97M-V functional and the def2-TZVPD basis", "orbital_gap_ev": 8.41, "e_homo_ev": -8.55, "smiles": "C=CSC(=S)CO", "e_tot_ha": -1027.5645, "de_lowest_ev": 1.823, "lumo_ev": -0.13, "multiplicity": 1, "species": ["C", "H", "H", "O", "C", "C", "S", "C", "H", "H", "H", "S", "H"], "xyz": [[2.99496, -0.61848, 0.57642], [-0.41259, 1.37803, 1.52789], [-1.87537, 1.73404, 0.52855], [-0.05128, 2.19400, -0.36046], [1.99812, 0.12147, 0.08714], [-0.87163, -0.07956, 0.07556], [-2.18573, -0.94996, 0.20771], [-0.80325, 1.38345, 0.48588], [-0.62710, 2.63635, -0.95786], [3.89609, -0.17423, 1.08821], [1.87403, 1.19594, 0.03624], [0.60034, -0.76605, -0.65623], [3.01229, -1.70726, 0.48698]]}

{"formula": "C53H56F3OP", "method": "the ωB97M-V functional and the def2-TZVPD basis", "orbital_gap_ev": 9.55, "e_homo_ev": -9.08, "smiles": "C[C@H](CPC(F)(F)F)OCc1ccccc1.c1ccccc1.c1ccccc1.c1ccccc1.c1ccccc1.c1ccccc1.c1ccccc1.c1ccccc1", "e_tot_ha": -2769.2628, "lumo_ev": 0.48, "multiplicity": 1, "species": ["H", "C", "H", "H", "H", "C", "C", "C", "H", "C", "H", "H", "H", "C", "H", "C", "P", "C", "C", "H", "C", "H", "C", "H", "C", "H", "H", "C", "H", "C", "H", "F", "H", "H", "H", "H", "H", "C", "C", "C", "C", "H", "H", "H", "C", "C", "H", "C", "C", "C", "H", "C", "H", "C", "C", "C", "C", "C", "H", "C", "H", "H", "F", "H", "C", "H", "C", "H", "O", "H", "H", "H", "H", "C", "C", "C", "C", "H", "C", "H", "H", "C", "H", "C", "H", "H", "C", "H", "C", "H", "C", "C", "H", "H", "H", "H", "H", "C", "C", "H", "H", "H", "C", "C", "C", "H", "C", "C", "H", "H", "F", "C", "C", "C"], "xyz": [[-0.03875, -10.11503, 1.49486], [4.27450, -2.05450, 4.27697], [5.31565, -0.10393, 1.70834], [0.87528, 5.75996, -5.15852], [-0.18325, 6.75738, -7.15918], [-0.37256, 7.97870, 1.67580], [0.94694, -5.32722, 2.76718], [-5.12776, 4.58485, 0.15237], [-4.71362, -10.84767, 0.05119], [-3.12634, -9.41946, 0.28237], [0.15781, -7.30372, 2.47554], [2.15244, -7.70268, 1.01473], [0.46499, 7.57881, 2.30589], [-2.35129, 5.76907, -4.11790], [-1.08880, 8.61765, 2.24577], [-1.35319, -5.79558, 2.23383], [0.18576, 4.66703, -0.68572], [3.35016, -0.06276, 2.57354], [-4.62755, 5.97079, 0.09363], [2.98825, 0.71165, 1.90622], [2.26116, -9.52948, 2.14213], [-0.84001, -2.45762, 2.52359], [1.11772, 4.00858, 0.82541], [1.48899, -0.23393, 3.63165], [-7.50939, 5.29357, 0.51949], [-1.45852, 2.36753, -8.31565], [-2.63954, -4.08604, 2.04402], [-0.19672, 5.91857, -5.18244], [-0.91264, 2.21447, -4.06944], [4.65695, -0.52268, 2.46050], [-3.71077, -8.59157, -0.10284], [1.74830, 2.84055, 0.43068], [-2.63179, 7.10657, -7.21889], [-0.75922, 6.87635, -1.32274], [6.13639, -1.88153, 3.22024], [-1.17769, 3.52677, -6.14836], [7.50551, 2.86161, 3.56236], [-6.51961, 4.22900, 0.35247], [-1.34583, 0.40320, -7.45467], [5.11850, -1.52035, 3.31078], [-3.11162, 6.17454, -0.17279], [-5.30533, 8.09571, 0.22564], [-3.37737, -12.73789, 0.92354], [2.31458, -2.00055, 5.15407], [-1.63323, -4.43449, 2.24608], [-0.97674, 5.56250, -4.08912], [1.87202, -11.32626, -1.26002], [2.09640, -11.56676, 0.86392], [-0.62259, -3.51960, 2.51771], [-5.61630, 7.02655, 0.25751], [0.12300, 8.63379, 0.90063], [-0.26790, 6.48966, -0.39604], [-1.46123, -0.10478, -8.40512], [-1.03724, 1.70598, -5.01888], [5.41031, 5.81274, 2.20972], [0.66608, -3.96643, 2.78294], [6.91695, 3.69019, 3.18582], [-1.18464, 2.44353, -6.18723], [-7.78877, 7.47368, 0.56958], [6.72236, 6.02117, 2.61772], [-0.93489, 5.86803, 1.62418], [1.89340, -8.85337, -1.16167], [2.01615, 4.95559, 1.24381], [-1.37729, -8.22294, 0.63343], [-1.05103, 0.31721, -5.06756], [-1.21221, -1.41754, -6.32362], [-1.20374, -0.33441, -6.28533], [-2.95941, 5.49675, -3.26233], [-2.46883, 7.05148, 0.76379], [-6.76801, 3.14036, 0.35169], [5.16350, 2.49489, 2.85577], [-4.37617, 3.77020, 0.00309], [-2.98447, 6.62975, -1.19506], [2.97071, -1.58837, 4.39605], [5.60216, 3.48426, 2.78624], [-0.06215, -6.24212, 2.49004], [-1.06190, -10.27546, 1.17882], [1.95363, -5.67535, 2.97111], [2.23667, -10.91987, 2.08794], [2.37643, -9.02581, 3.09519], [-1.03546, -12.37366, 1.63470], [-2.93782, -11.74910, 0.85616], [7.15811, 7.01189, 2.55612], [-2.16707, 6.67598, -6.33939], [-2.14181, -6.50913, 2.02369], [-0.94177, -0.25828, -4.15529], [7.47649, 4.95984, 3.10379], [4.63350, -2.83454, 4.93860], [-1.62313, -11.54415, 1.25810], [-2.63466, 5.15531, -0.09535], [-3.68915, -10.68739, 0.36683], [1.99253, -9.43272, -0.25105], [-0.51229, 5.12335, -3.21238], [-8.56641, 4.99220, 0.67454], [8.50083, 5.12198, 3.41882], [4.82426, 6.63946, 1.82444], [2.32827, -11.49926, 2.99958], [-7.02825, 6.66721, 0.46929], [-0.79154, 6.47759, -6.30710], [2.08020, -12.64966, 0.82143], [3.82653, 4.38231, 1.98412], [1.45283, -3.25305, 3.00145], [-1.08665, 6.75191, 0.94809], [-1.34101, 1.79199, -7.40452], [2.50754, -0.59417, 3.54198], [-4.01900, 6.47986, -5.26928], [4.84911, 4.54426, 2.29690], [2.13665, -8.78574, 0.97245], [0.72988, 7.00564, -0.32624], [-0.98845, 3.86439, -0.76339], [0.24026, 3.62493, 1.83446], [1.97720, -10.82274, -0.30631], [-1.81450, -9.21331, 0.69302], [-2.94688, 6.32334, -5.24475]]}